Entry 1:
Computed, not measured: a structure of composition C34H46AsBrGaN5O5SSi3 at a distorted geometry, with ωB97M-V/def2-TZVPD.

```
97
Properties=species:S:1:pos:R:3:mulliken_charge:R:1
Br 3.66 -3.90 5.73 -0.268
As -1.79 1.95 1.77 -0.220
Ga -0.57 0.82 -0.23 1.111
S -1.28 2.44 -1.90 -0.324
Si -4.01 1.27 1.40 0.798
Si 1.95 2.96 0.67 0.679
Si -1.64 0.87 3.86 0.825
O 1.58 -2.14 -0.48 -0.673
O 1.15 1.81 -0.07 -0.265
O -2.08 -0.28 -0.76 -0.188
O -3.18 -1.67 -2.08 -0.812
O 0.27 -0.73 0.73 -0.607
N 0.42 -0.21 -2.24 0.536
N 3.45 -2.31 -4.64 0.683
N 4.46 -4.06 -5.38 -0.577
N 1.67 -0.92 -3.89 0.230
N 3.85 -2.99 -5.73 -0.894
C -3.39 2.85 -3.49 -0.870
C -4.53 -0.54 1.11 -1.336
C -5.19 1.36 -4.01 -0.564
C 1.93 -1.39 2.92 -0.141
C -2.83 -0.53 -1.77 0.157
C -4.67 2.38 -0.01 -0.870
C 1.67 -2.24 1.86 -0.199
C 2.49 1.12 -2.67 -0.685
C 2.00 -3.58 1.95 -0.169
C -2.76 1.89 -2.67 0.848
C -2.57 2.01 5.09 -1.243
C 0.58 -1.77 -3.83 -1.593
C 4.76 -4.88 -1.78 -0.577
C 4.08 -3.74 -1.30 -0.559
C -2.36 -0.89 4.00 -1.142
C 3.79 -3.00 -3.51 1.176
C 2.68 2.41 2.33 -0.657
C 3.58 -2.78 -2.15 -0.147
C 3.44 3.50 -0.39 -1.310
C 4.45 -4.13 -4.00 0.113
C 0.96 4.55 1.02 -1.203
C 1.52 0.02 -2.90 0.830
C -3.36 0.63 -2.58 0.395
C -0.17 -1.32 -2.80 -0.511
C 2.78 -1.04 -4.78 -0.960
C -4.58 2.60 -4.14 -0.552
C -5.18 1.78 2.84 -1.449
C 0.01 0.75 4.82 -0.770
C 1.12 -1.67 0.55 -0.087
C 2.52 -1.87 4.08 -0.433
C 2.57 -4.09 3.10 -0.645
C -4.56 0.39 -3.25 -0.933
C 4.96 -5.09 -3.13 -0.756
C 2.83 -3.22 4.15 0.027
H -5.11 -0.93 1.94 0.469
H 2.82 -5.14 3.19 0.412
H -5.22 3.24 0.40 0.437
H -6.22 1.71 2.52 0.388
H 2.73 -1.22 4.92 0.507
H 3.50 0.74 -2.51 0.530
H -2.60 1.60 6.10 0.329
H -5.00 -0.60 -3.15 0.422
H -5.35 1.85 -0.69 0.243
H -3.60 2.21 4.77 0.264
H 1.81 -4.23 1.10 0.497
H 4.12 2.66 -0.58 0.293
H 3.36 1.56 2.21 0.251
H -5.04 3.37 -4.75 0.350
H 2.50 1.82 -3.50 0.466
H 3.12 3.89 -1.36 0.274
H -6.14 1.15 -4.49 0.350
H 3.92 -3.63 -0.24 0.466
H 0.37 4.82 0.15 0.293
H 2.48 -0.98 -5.83 0.406
H -5.12 -0.63 0.20 0.508
H 1.66 -0.34 2.82 0.773
H 5.46 -5.97 -3.51 0.391
H 5.13 -5.61 -1.07 0.372
H -1.08 -1.74 -2.41 0.782
H 2.16 1.64 -1.77 -0.999
H -5.05 1.14 3.72 0.335
H 3.23 3.21 2.83 0.434
H 0.54 1.70 4.82 0.322
H -3.44 -0.89 3.82 0.291
H 0.46 -2.60 -4.51 0.458
H 0.68 -0.02 4.43 -0.349
H -5.00 2.82 3.14 0.335
H 3.00 -1.95 -1.76 0.283
H -1.90 -1.53 3.25 0.225
H 4.01 4.29 0.11 0.341
H -2.05 2.97 5.11 0.260
H 3.47 -0.23 -4.57 0.353
H -3.65 -1.18 0.97 0.190
H -2.91 3.82 -3.59 0.433
H -2.18 -1.34 4.99 0.416
H 1.60 5.40 1.29 0.430
H 0.26 4.37 1.84 0.309
H -3.85 2.77 -0.61 0.000
H 1.87 2.10 2.98 -0.239
H -0.21 0.50 5.86 0.482
```

Results
HOMO energy = -2.21 eV
energy above the lowest of the compared OMol25 structures with the same formula, charge and spin = 0.0 kcal per mole
charge = -2
max |F| = 0.0215 hartree/bohr
LUMO = 3.61 eV
orbital gap = 5.815 eV

---

Entry 2:
Computed, not measured: a structure of composition C34H46BN4O8Sr at a distorted geometry, with ωB97M-V/def2-TZVPD.

```
94
Properties=species:S:1:pos:R:3:mulliken_charge:R:1
Sr 0.43 -0.10 1.22 1.637
O 0.49 0.51 3.44 -0.777
O 1.91 -1.47 2.20 -0.752
O -1.84 -6.77 -3.93 -0.722
O 1.23 2.09 4.89 -0.760
O 0.83 0.56 -0.80 -0.668
O 2.97 0.36 -1.53 -0.791
O -2.81 -2.66 0.91 -0.630
O -3.11 -0.97 2.41 -0.241
N -0.05 -2.34 -1.90 0.052
N -3.73 -6.95 -2.71 -0.066
N 2.14 1.47 1.56 -0.109
N -2.43 -5.02 -2.58 0.138
C 0.10 3.83 -2.15 -1.808
C -1.08 -3.18 -1.84 -0.472
C -2.94 1.37 -0.38 0.099
C -0.99 2.99 -1.54 0.789
C -2.35 2.38 0.38 -0.248
C -8.53 -5.31 -0.02 -1.636
C -2.61 -6.26 -3.13 0.262
C -0.42 -4.29 -3.85 -0.444
C -5.55 -7.38 -1.18 -0.706
C -1.30 -4.18 -2.78 0.602
C -4.89 -6.51 -2.04 0.094
C 1.07 1.63 3.78 0.354
C -7.26 -5.73 -0.72 0.727
C -3.15 0.00 -2.49 -1.327
C -6.60 -4.87 -1.60 -0.247
C 2.45 1.98 0.19 -0.262
C -2.74 2.55 1.83 -1.464
C -4.38 -4.30 1.71 -1.466
C 0.64 -3.40 -3.91 -0.775
C -1.38 3.18 -0.22 -0.002
C 0.80 -2.45 -2.92 -0.374
C 1.62 2.44 2.56 -0.059
C -4.12 -1.94 2.71 1.787
C -5.11 -2.32 0.39 -1.130
C 3.12 -0.86 1.67 -0.449
C -1.60 1.98 -2.27 -0.536
C -2.56 1.15 -1.70 0.979
C -3.67 -2.70 3.95 -2.180
C -6.71 -6.99 -0.53 -0.715
C -5.42 -1.22 3.00 -2.081
C -4.14 -2.83 1.45 2.015
C 2.08 0.86 -0.84 0.361
C 3.23 0.61 2.11 -0.909
C -5.44 -5.25 -2.26 -0.035
B -2.19 -1.44 1.40 0.103
H -8.58 -4.22 0.09 0.349
H -3.55 -1.98 4.77 0.548
H -5.30 -4.45 2.29 0.386
H 3.99 -1.39 2.04 0.466
H 3.19 0.63 3.20 0.444
H -5.69 -0.54 2.19 0.324
H -2.11 3.29 2.33 0.343
H 2.37 3.15 2.90 0.306
H -7.01 -3.88 -1.78 0.252
H -0.26 4.41 -3.00 0.482
H -3.01 -4.78 -1.79 -0.010
H -1.75 -3.06 -0.98 0.268
H -3.67 -7.93 -2.94 0.264
H -0.92 3.97 0.37 0.345
H -6.25 -1.93 3.14 0.317
H -4.39 -3.46 4.26 0.290
H -4.93 -2.86 -0.54 -0.184
H -1.28 1.79 -3.29 0.285
H -4.94 -1.25 0.20 -0.075
H 0.52 4.52 -1.42 0.323
H -5.14 -8.37 -1.01 0.370
H 4.22 0.99 1.83 0.471
H 0.92 3.19 -2.52 0.308
H -3.67 0.72 0.09 0.351
H -6.16 -2.46 0.68 0.324
H 1.54 -0.79 2.84 0.514
H -4.96 -4.56 -2.95 0.566
H 0.79 3.00 2.12 -0.022
H -3.78 2.87 1.92 0.410
H -5.31 -0.63 3.91 0.508
H -7.19 -7.69 0.15 0.361
H -0.55 -5.06 -4.59 0.458
H -4.50 -4.83 0.76 -0.115
H -3.79 -0.62 -1.86 -0.104
H -2.35 -0.64 -2.87 0.213
H 1.80 2.83 -0.03 0.117
H -2.66 1.60 2.37 0.144
H 1.63 -1.74 -2.93 0.439
H -9.41 -5.63 -0.57 0.354
H 3.49 2.28 0.08 0.277
H 3.14 -0.95 0.58 0.201
H 1.35 -3.46 -4.73 0.406
H -3.73 0.36 -3.34 0.462
H -3.54 -4.74 2.25 0.355
H -8.59 -5.75 0.98 0.360
H -2.70 -3.17 3.78 0.390
```

Results
HOMO energy = -3.54 eV
energy above the lowest of the compared OMol25 structures with the same formula, charge and spin = 38.6 kcal per mole
charge = -1
max |F| = 0.1241 hartree/bohr
LUMO = 2.26 eV
orbital gap = 5.794 eV

---

Question: Look up the energy above the lowest of the compared OMol25 structures with the same formula, charge and spin of the second one.
Answer: 38.6 kcal per mole

---

Question: Which value of max |F| does entry 1 give?
Answer: 0.0215 hartree/bohr